ORCA calculation (ωB97M-V/def2-TZVPD) on a 9-piece molecular cluster, C65H64Cl2N2O2 overall.

Output
Structure (SMILES)   CCCNC1=C(c2cccnc2)C(=O)C=C(/C(Cl)=C(/C)Cl)C1=O.c1ccccc1.c1ccccc1.c1ccccc1.c1ccccc1.c1ccccc1.c1ccccc1.c1ccccc1.c1ccccc1
E_LUMO   -1.41 eV
Charge   0
DFT total energy   -100561.7443 eV
Max |F|   0.7 eV/A
Kohn-Sham gap   7.676 eV

The geometry in XYZ format:
```
135
Properties=species:S:1:pos:R:3:forces:R:3
C -2.44913 0.38863 -4.04517 0.3 -0.3 -0.1
C -2.33692 -1.05051 -4.56907 0.3 0.5 0.3
C -1.23301 -1.82526 -3.81932 -0.2 0.0 -0.6
N -1.75500 -2.95792 -3.05281 0.1 -0.2 0.4
C -2.49118 -2.60948 -1.90480 0.0 0.1 0.1
C -1.98204 -2.43725 -0.67579 0.2 -0.1 0.0
C -0.53128 -2.53285 -0.36450 -0.4 -0.2 -0.2
C 0.27165 -1.39833 -0.38556 0.3 -0.3 0.1
C 1.62200 -1.55824 -0.10919 -0.4 0.0 0.0
C 2.08397 -2.83451 0.18696 0.4 0.1 0.0
N 1.33139 -3.93391 0.21582 -0.4 0.3 -0.1
C 0.03121 -3.76897 -0.05751 0.5 0.2 0.0
C -2.90620 -2.19680 0.47463 -0.1 0.0 0.2
O -2.64252 -2.56568 1.59649 0.1 0.2 -0.1
C -4.17434 -1.49370 0.14926 -0.1 -0.1 -0.6
C -4.69000 -1.64118 -1.07551 -0.2 0.1 0.3
C -5.93924 -0.96005 -1.46758 0.0 0.2 -0.1
Cl -7.29990 -1.95992 -1.86269 0.0 -0.1 0.1
C -6.09412 0.36385 -1.53896 -0.1 -0.1 -0.1
C -7.36293 1.07617 -1.90560 0.2 0.1 0.3
Cl -4.73883 1.40315 -1.21518 0.0 0.1 0.1
C -3.98578 -2.52039 -2.06277 0.0 0.0 -0.1
O -4.56634 -3.13908 -2.92088 0.0 0.3 -0.1
H -2.57064 0.38339 -2.95969 -0.2 0.1 0.0
H -1.51626 0.91362 -4.26516 0.0 0.1 0.1
H -3.26169 0.94137 -4.51256 -0.1 0.0 0.1
H -3.28835 -1.56922 -4.46957 0.0 -0.1 -0.2
H -2.05863 -1.00134 -5.62129 -0.3 -0.2 -0.1
H -0.52763 -2.23453 -4.54399 0.0 -0.1 0.1
H -0.66553 -1.12176 -3.19686 0.0 -0.1 0.2
H -1.01233 -3.60249 -2.80906 0.1 0.1 0.1
H -0.14679 -0.42576 -0.61442 0.0 0.0 0.0
H 2.30009 -0.71488 -0.12898 0.0 0.0 0.1
H 3.13781 -2.95476 0.42035 0.0 -0.2 0.0
H -0.59575 -4.65345 -0.03655 0.0 0.0 0.0
H -4.67082 -0.88419 0.89176 0.1 -0.2 0.2
H -7.65892 0.85973 -2.93039 -0.1 -0.1 0.0
H -8.15288 0.77158 -1.21815 -0.1 -0.1 -0.2
H -7.22757 2.14894 -1.79749 0.0 0.0 -0.1
C -5.22153 -8.74468 -2.41992 0.0 0.0 0.0
C -4.67125 -8.87115 -1.15171 0.0 0.0 0.0
C -4.29777 -7.73896 -0.44111 0.0 0.0 0.0
C -4.47958 -6.48064 -0.99848 0.0 0.0 0.0
C -5.03152 -6.35250 -2.26583 0.0 0.0 0.0
C -5.40021 -7.48594 -2.97718 0.0 0.0 0.0
H -5.51003 -9.62834 -2.97472 0.0 0.0 0.0
H -4.53337 -9.85278 -0.71682 0.0 0.0 0.0
H -3.86584 -7.83723 0.54673 0.0 0.0 0.0
H -4.19140 -5.59647 -0.44137 0.0 0.0 0.0
H -5.17275 -5.37084 -2.69595 0.0 0.0 0.0
H -5.82493 -7.38754 -3.96802 0.0 0.0 0.0
C -2.04304 4.26210 0.14016 0.0 0.0 0.0
C -1.06169 5.01796 0.76542 0.0 0.0 0.0
C 0.27503 4.81605 0.45014 0.0 0.0 0.0
C 0.62763 3.86411 -0.49688 0.0 0.0 0.0
C -0.35524 3.11492 -1.13008 0.0 0.0 0.0
C -1.69092 3.31279 -0.80900 0.0 0.0 0.0
H -3.08607 4.41812 0.38615 0.0 0.0 0.0
H -1.33664 5.76412 1.49991 0.0 0.0 0.0
H 1.04098 5.40186 0.94258 0.0 0.0 0.0
H 1.67010 3.70997 -0.74486 0.0 0.0 0.0
H -0.07976 2.37965 -1.87660 0.0 0.0 0.0
H -2.46818 2.73904 -1.29541 0.1 0.0 -0.1
C 1.49712 6.74759 4.12184 0.0 0.0 -0.1
C 2.29330 7.88073 4.01770 0.0 0.0 0.0
C 1.71428 9.11565 3.75592 0.0 0.0 0.0
C 0.33823 9.21955 3.60156 0.0 0.0 0.0
C -0.45761 8.08744 3.70625 0.0 0.0 0.0
C 0.12152 6.85191 3.96368 0.0 0.0 -0.1
H 1.94779 5.78424 4.32416 0.0 0.0 0.0
H 3.36565 7.80209 4.14194 0.0 0.0 0.0
H 2.33685 9.99693 3.66897 0.0 0.0 0.0
H -0.11391 10.18106 3.39502 0.0 0.0 0.0
H -1.53030 8.16665 3.58468 0.0 0.0 0.0
H -0.50007 5.96868 4.04056 0.0 0.0 0.0
C 5.27088 -2.44781 -3.40465 0.0 0.0 0.0
C 6.21526 -1.43333 -3.48879 0.0 0.0 0.0
C 5.82720 -0.10991 -3.33760 0.0 0.0 0.0
C 4.49453 0.19924 -3.10142 0.0 0.1 0.0
C 3.54991 -0.81362 -3.02012 0.0 0.0 0.0
C 3.93864 -2.13806 -3.17154 0.0 0.0 0.0
H 5.57356 -3.48036 -3.52026 0.0 0.0 0.0
H 7.25493 -1.67527 -3.66678 0.0 0.0 0.0
H 6.56463 0.68035 -3.39699 0.0 0.0 0.0
H 4.19286 1.23158 -2.97235 0.0 0.0 0.0
H 2.50975 -0.57641 -2.83407 0.0 0.0 0.0
H 3.20208 -2.92938 -3.10590 0.0 0.0 0.0
C -3.71657 -5.37811 -6.15375 0.0 0.0 0.0
C -2.47977 -4.87622 -5.77132 0.0 0.1 0.0
C -1.33372 -5.28186 -6.44285 0.0 0.0 0.0
C -1.42284 -6.18242 -7.49602 0.0 0.0 0.0
C -2.66050 -6.68093 -7.87732 0.0 0.0 0.0
C -3.80722 -6.28040 -7.20465 0.0 0.0 0.0
H -4.60935 -5.06492 -5.62685 0.0 0.0 0.0
H -2.41407 -4.17364 -4.94843 -0.1 -0.1 0.0
H -0.36586 -4.89635 -6.14424 0.0 0.0 0.0
H -0.52830 -6.49609 -8.01906 0.0 0.0 0.0
H -2.73147 -7.38257 -8.69863 0.0 0.0 0.0
H -4.77200 -6.67313 -7.49991 0.0 0.0 0.0
C 5.59005 -3.98189 4.90459 0.0 0.0 0.0
C 4.84069 -4.74684 4.02114 0.0 0.0 0.0
C 3.78749 -4.17138 3.32360 0.0 0.0 0.0
C 3.49040 -2.82837 3.50672 0.0 0.0 0.0
C 4.23859 -2.06282 4.39008 0.0 0.0 0.0
C 5.28796 -2.63991 5.09110 0.0 0.0 0.0
H 6.40985 -4.43215 5.44932 0.0 0.0 0.0
H 5.07726 -5.79304 3.87637 0.0 0.0 0.0
H 3.19790 -4.76619 2.63659 0.0 0.0 0.0
H 2.67022 -2.37843 2.96060 0.0 0.0 0.0
H 4.00188 -1.01575 4.53278 0.0 0.0 0.0
H 5.87077 -2.04463 5.78249 0.0 0.0 0.0
C -0.64198 9.55272 9.39591 0.0 0.0 0.0
C -0.17492 10.35463 8.36345 0.0 0.0 0.0
C 0.37740 9.77544 7.22934 0.0 0.0 0.0
C 0.46025 8.39323 7.12166 -0.1 0.1 0.1
C -0.00801 7.59376 8.15529 0.0 0.0 0.0
C -0.55699 8.17166 9.29223 0.0 0.0 0.0
H -1.07140 10.00415 10.28113 0.0 0.0 0.0
H -0.24195 11.43228 8.44337 0.0 0.0 0.0
H 0.74436 10.40046 6.42560 0.0 0.0 0.0
H 0.88348 7.94664 6.23589 0.0 0.0 0.0
H 0.05500 6.51567 8.07415 0.0 0.0 0.0
H -0.91860 7.54532 10.09778 0.0 0.0 0.0
C 6.88344 1.98896 2.33627 0.0 0.0 0.0
C 6.01373 0.95126 2.64211 0.0 0.0 0.0
C 5.31846 0.30639 1.62886 0.0 0.0 0.0
C 5.50081 0.69343 0.30821 0.0 0.0 0.0
C 6.37156 1.72964 0.00239 0.0 0.0 0.0
C 7.06050 2.38058 1.01651 0.0 0.0 0.0
H 7.42661 2.49049 3.12699 0.0 0.0 0.0
H 5.88309 0.64097 3.67085 0.0 0.0 0.0
H 4.64505 -0.50720 1.86781 0.0 0.0 0.0
H 4.96907 0.18327 -0.48479 0.0 0.0 0.0
H 6.51605 2.02747 -1.02875 0.0 0.0 0.0
H 7.73896 3.18969 0.77821 0.0 0.0 0.0
```
Positions in Å, forces in eV/Å.

ORCA calculation (ωB97M-V/def2-TZVPD) on a 3-piece molecular cluster, C41H32BrI2NO8 overall.

Output
Structure (SMILES)   C#CC[C@H]1C(=O)N[C@@](Br)(OCC)[C@@]1(COO)/C(I)=C(/C)I.O=C1c2ccccc2C(=O)c2ccccc21.O=C1c2ccccc2C(=O)c2ccccc21
E_LUMO   -1.18 eV
Charge   0
DFT total energy   -147136.0063 eV
Max |F|   9.9 eV/A
Kohn-Sham gap   7.362 eV

The geometry in XYZ format:
```
85
Properties=species:S:1:pos:R:3:forces:R:3
C -0.60243 -3.56153 1.85860 7.6 1.2 -6.1
C 0.47888 -3.47014 0.93046 -7.1 0.8 6.7
C 1.69257 -2.90730 -0.01693 -1.0 -0.7 -0.6
C 3.19818 -3.06596 0.60484 0.2 -1.4 -2.3
C 4.11773 -2.25172 -0.49985 1.7 -0.8 -1.3
O 4.67956 -2.69055 -1.63025 -3.8 3.1 6.9
N 4.19308 -0.88278 0.14230 0.2 -1.9 -1.1
C 3.65023 -0.79964 1.58468 -1.2 -0.7 -2.4
Br 4.84160 0.21717 2.89252 -0.5 -0.8 -1.0
O 2.38353 -0.08545 1.36497 2.2 0.4 1.7
C 2.54841 1.37545 1.37794 -1.8 2.0 -1.3
C 1.25433 1.98162 0.50836 1.1 0.3 -0.7
C 3.58505 -2.40502 2.05118 0.6 0.3 -0.8
C 5.17762 -2.89042 2.20936 -0.9 -1.3 -0.9
O 5.51219 -3.07514 3.63273 -5.1 0.2 -2.4
O 6.79872 -2.88483 3.70777 5.9 1.8 1.7
C 2.70570 -2.74662 3.39145 -0.5 -4.8 0.7
I 1.72164 -1.16607 4.62434 0.9 -1.3 -1.3
C 2.46308 -4.15324 3.90892 -0.3 5.0 -0.1
C 1.56710 -4.42664 5.29472 0.5 -1.6 -0.5
I 3.23359 -5.93278 2.89754 -0.6 1.4 0.8
H -1.44209 -3.55118 2.70752 2.4 -0.3 -2.6
H 1.49844 -1.79562 -0.39629 0.1 -2.4 1.3
H 1.67046 -3.56943 -1.01013 0.1 1.4 2.2
H 3.51163 -4.18792 0.37717 -0.8 2.3 1.4
H 3.74702 -0.24304 -0.55062 0.7 -0.1 1.2
H 3.50623 1.75681 0.77610 -1.8 -1.1 1.7
H 2.45366 1.87203 2.44368 0.6 -1.5 -2.0
H 0.37012 1.22112 0.41394 1.7 1.6 0.5
H 0.94650 3.02723 0.95724 0.4 -2.3 -0.9
H 1.66089 2.20500 -0.59108 -1.1 -0.5 2.3
H 5.92634 -2.20313 1.63016 -1.5 -1.0 1.5
H 5.24853 -3.96043 1.68451 -0.1 2.3 1.2
H 6.95050 -2.03125 4.22979 -0.5 -1.4 -1.0
H 1.74662 -5.56500 5.60646 -0.3 2.5 -0.8
H 0.39869 -4.35287 5.09017 2.6 0.2 0.3
H 1.92690 -3.78773 6.20619 -0.8 -0.9 -2.0
C -4.17113 5.87060 2.47553 0.3 0.1 -0.2
C -4.72573 7.14784 2.55342 0.3 0.2 -0.2
C -4.06243 8.23336 1.97901 -0.2 -0.2 0.1
C -2.83393 8.04316 1.33475 -0.5 -0.3 0.3
C -2.26767 6.77025 1.27837 -0.5 -0.2 0.3
C -2.94345 5.67913 1.84005 -0.3 0.1 0.2
C -0.94890 6.56620 0.64489 0.5 -1.3 -0.1
O -0.45242 5.44775 0.59181 -0.2 0.6 0.0
C -0.23372 7.73008 0.08456 0.6 0.3 -0.3
C 1.04286 7.56044 -0.46718 0.2 0.3 -0.1
C 1.72063 8.65354 -1.01132 -0.3 -0.2 0.2
C 1.12351 9.91382 -1.01462 -0.3 -0.1 0.2
C -0.14575 10.08677 -0.46062 0.3 0.0 -0.1
C -0.82138 8.99414 0.09885 0.5 0.3 -0.3
C -2.14818 9.19421 0.71444 -0.7 1.4 0.0
O -2.67171 10.30240 0.71611 0.3 -0.7 0.0
H -4.69245 5.02308 2.91514 0.1 0.1 -0.1
H -5.67646 7.29906 3.05982 0.2 0.0 -0.1
H -4.50394 9.22676 2.03917 0.2 -0.2 -0.1
H -2.51400 4.68018 1.78794 0.0 0.3 -0.1
H 1.51483 6.57920 -0.47145 -0.3 0.2 0.1
H 2.71396 8.52057 -1.43450 -0.2 0.0 0.1
H 1.64820 10.76408 -1.44493 -0.1 -0.2 0.1
H -0.60356 11.07459 -0.46238 0.0 -0.3 0.1
C 0.75599 -5.94690 -3.82199 -0.4 -0.1 0.0
C 0.88044 -4.56746 -3.65873 -0.4 0.1 0.0
C -0.26012 -3.77518 -3.51844 0.3 -0.2 0.0
C -1.53053 -4.36280 -3.55366 0.6 -0.1 0.0
C -1.65564 -5.73873 -3.74151 0.6 0.0 0.0
C -0.50917 -6.53449 -3.86440 0.3 0.1 0.0
C -2.99167 -6.36264 -3.82994 -0.1 -1.5 -0.2
O -3.10241 -7.57173 -3.99138 0.1 0.7 0.1
C -4.19137 -5.50777 -3.72986 -0.7 0.1 0.0
C -5.46345 -6.07790 -3.86989 -0.3 0.2 0.0
C -6.60376 -5.27875 -3.76331 0.4 -0.1 0.0
C -6.47788 -3.91353 -3.50795 0.4 0.0 0.0
C -5.21175 -3.34194 -3.37358 -0.3 -0.1 0.0
C -4.06603 -4.13944 -3.49458 -0.7 0.1 0.0
C -2.73072 -3.51926 -3.38651 0.2 1.5 0.3
O -2.61911 -2.31867 -3.16670 -0.1 -0.8 -0.2
H 1.64511 -6.56558 -3.92211 -0.2 0.1 0.0
H 1.86615 -4.10795 -3.63841 -0.2 -0.1 0.0
H -0.15511 -2.69960 -3.38612 -0.2 -0.2 0.0
H -0.59873 -7.61118 -3.99765 -0.2 0.3 0.0
H -5.57057 -7.14354 -4.06622 0.2 0.3 0.1
H -7.59038 -5.72259 -3.87758 0.2 0.1 0.0
H -7.36615 -3.29205 -3.41767 0.2 -0.1 0.0
H -5.12116 -2.27452 -3.17916 0.2 -0.3 -0.1
```
Positions in Å, forces in eV/Å.